The following is a quantum chemistry calculation of a molecular structure, C30H28Cl3N3OS3Sn, from the OMol25 dataset.

Atoms and positions in Å:
1 Sn -0.393 -0.127 -0.153
2 C -0.629 3.029 -0.837
3 N -0.193 2.190 0.303
4 C 1.274 2.331 0.529
5 C 2.071 1.581 -0.527
6 N 1.946 0.103 -0.344
7 C 2.733 -0.318 0.839
8 C 2.304 -0.618 -1.561
9 C 3.545 -1.222 -1.705
10 C 3.850 -1.934 -2.857
11 C 2.907 -2.070 -3.861
12 C 1.659 -1.487 -3.716
13 C 1.352 -0.747 -2.580
14 S -0.239 0.038 -2.523
15 C -0.954 2.451 1.518
16 C -1.526 3.696 1.752
17 C -2.266 3.927 2.899
18 C -2.468 2.905 3.814
19 C -1.930 1.653 3.575
20 C -1.161 1.419 2.438
21 S -0.512 -0.214 2.219
22 H -0.304 4.061 -0.706
23 H -1.713 2.997 -0.913
24 H -0.202 2.647 -1.760
25 H 1.490 1.957 1.528
26 H 1.544 3.390 0.515
27 H 3.124 1.868 -0.478
28 H 1.713 1.825 -1.525
29 H 3.742 0.094 0.794
30 H 2.788 -1.402 0.875
31 H 2.250 0.029 1.747
32 H 4.298 -1.129 -0.936
33 H 4.830 -2.377 -2.963
34 H 3.136 -2.635 -4.754
35 H 0.909 -1.595 -4.490
36 H -1.384 4.505 1.049
37 H -2.681 4.910 3.076
38 H -3.055 3.078 4.706
39 H -2.095 0.842 4.272
40 Cl -5.651 -1.450 -0.525
41 C -5.256 0.151 0.097
42 Cl -5.565 0.262 1.829
43 Cl -6.092 1.414 -0.791
44 C -3.808 0.350 -0.098
45 N -2.687 0.515 -0.260
46 O -0.217 -2.229 -0.263
47 S 0.735 -3.340 0.254
48 C -0.252 -4.297 1.356
49 C 0.346 -4.678 2.548
50 C -0.384 -5.447 3.445
51 C -1.689 -5.803 3.143
52 C -2.279 -5.398 1.947
53 C -1.562 -4.643 1.039
54 C 0.921 -4.402 -1.150
55 C 2.078 -5.167 -1.201
56 C 2.253 -6.036 -2.268
57 C 1.289 -6.114 -3.263
58 C 0.144 -5.327 -3.202
59 C -0.048 -4.457 -2.141
60 H 1.364 -4.385 2.774
61 H 0.065 -5.760 4.377
62 H -2.256 -6.402 3.842
63 H -3.298 -5.684 1.724
64 H -2.007 -4.329 0.104
65 H 2.823 -5.099 -0.417
66 H 3.141 -6.651 -2.320
67 H 1.430 -6.790 -4.095
68 H -0.603 -5.395 -3.982
69 H -0.928 -3.830 -2.087

Calculated values
HOMO-LUMO gap: 7.8 eV
E_HOMO: -13.897 eV
E_tot: -113973.3925 eV
charge: +2
largest force on an atom: 0.9 eV/Å

Computed Mulliken charges, given in elementary charges: number 1, Sn, carries 2.32; number 2, C, carries -1.49; number 3, N, carries 1.06; number 4, C, carries -0.91; number 5, C, carries -0.93; number 6, N, carries 0.98; number 7, C, carries -1.44; number 8, C, carries -0.31; number 9, C, carries -0.33; number 10, C, carries -0.92; number 11, C, carries -0.75; number 12, C, carries -0.70; number 13, C, carries 1.00; number 14, S, carries -0.44; number 15, C, carries -0.36; number 16, C, carries -0.46; number 17, C, carries -0.87; number 18, C, carries -0.72; number 19, C, carries -0.82; number 20, C, carries 1.14; number 21, S, carries -0.37; number 22, H, carries 0.41; number 23, H, carries 0.42; number 24, H, carries 0.39; number 25, H, carries 0.49; number 26, H, carries 0.40; number 27, H, carries 0.43; number 28, H, carries 0.50; number 29, H, carries 0.46; number 30, H, carries 0.37; number 31, H, carries 0.39; number 32, H, carries 0.48; number 33, H, carries 0.45; number 34, H, carries 0.47; number 35, H, carries 0.47; number 36, H, carries 0.43; number 37, H, carries 0.45; number 38, H, carries 0.46; number 39, H, carries 0.50; number 40, Cl, carries -0.06; number 41, C, carries 0.79; number 42, Cl, carries -0.06; number 43, Cl, carries -0.05; number 44, C, carries -0.33; number 45, N, carries -0.37; number 46, O, carries -1.01; number 47, S, carries 0.20; number 48, C, carries 0.61; number 49, C, carries -0.37; number 50, C, carries -0.78; number 51, C, carries -0.46; number 52, C, carries -0.78; number 53, C, carries -0.38; number 54, C, carries 0.83; number 55, C, carries -0.39; number 56, C, carries -0.82; number 57, C, carries -0.54; number 58, C, carries -0.88; number 59, C, carries -0.01; number 60, H, carries 0.43; number 61, H, carries 0.45; number 62, H, carries 0.43; number 63, H, carries 0.44; number 64, H, carries 0.36; number 65, H, carries 0.45; number 66, H, carries 0.46; number 67, H, carries 0.45; number 68, H, carries 0.46; number 69, H, carries 0.32